Record 1
{"formula": "C16H21F7GaN2O8", "method": "wB97M-V/def2-TZVPD", "e_above_lowest_kj_mol": 1.2, "charge": 1, "orbital_gap_ev": 9.242, "e_lumo_ev": -2.4, "elements": ["Ga", "C", "O", "C", "C", "O", "C", "C", "O", "C", "H", "H", "H", "H", "H", "H", "H", "H", "H", "H", "H", "H", "H", "H", "F", "C", "C", "N", "C", "C", "O", "O", "C", "O", "N", "C", "O", "H", "H", "H", "H", "C", "C", "O", "C", "F", "F", "F", "C", "F", "F", "F", "H", "H", "H"], "xyz": [[0.27, -0.68, 0.29], [-0.04, -3.04, 2.09], [0.29, -2.66, 0.73], [1.40, -3.38, 0.17], [2.25, -2.43, -0.69], [1.47, -1.31, -1.18], [0.89, -1.40, -2.50], [-0.38, -2.20, -2.45], [-1.15, -1.64, -1.40], [-2.30, -2.42, -1.08], [0.79, -2.78, 2.75], [-0.26, -4.10, 2.12], [-0.92, -2.46, 2.37], [1.00, -4.21, -0.41], [2.02, -3.77, 0.97], [2.68, -2.95, -1.54], [3.04, -1.98, -0.09], [1.63, -1.82, -3.18], [0.69, -0.36, -2.78], [-0.18, -3.26, -2.24], [-0.91, -2.14, -3.40], [-2.97, -2.49, -1.94], [-2.81, -1.93, -0.25], [-2.00, -3.43, -0.78], [-2.93, 2.66, -4.50], [-2.55, 3.08, -3.30], [-2.80, 2.36, -2.20], [-2.42, 2.80, -0.94], [-2.53, 1.91, 0.18], [-1.45, 0.86, 0.20], [-0.43, 0.96, -0.55], [-1.52, -0.15, 0.96], [-1.70, 3.98, -0.76], [-1.31, 4.33, 0.33], [-1.50, 4.70, -1.91], [-1.84, 4.36, -3.23], [-1.56, 5.06, -4.16], [-3.34, 1.43, -2.25], [-3.51, 1.42, 0.21], [-2.42, 2.49, 1.10], [-1.00, 5.57, -1.79], [3.56, 0.34, 2.59], [2.05, 0.49, 2.37], [1.61, -0.50, 1.50], [1.31, 0.29, 3.70], [1.72, -0.86, 4.27], [-0.01, 0.18, 3.52], [1.54, 1.27, 4.57], [1.77, 1.90, 1.80], [2.12, 1.94, 0.50], [0.46, 2.22, 1.87], [2.45, 2.85, 2.43], [3.77, -0.69, 2.85], [3.91, 1.00, 3.38], [4.08, 0.60, 1.67]], "mulliken_charge": [1.592, -0.929, 0.034, -0.769, -0.620, -0.375, -0.663, -0.570, -0.091, -0.905, 0.337, 0.391, 0.250, 0.411, 0.474, 0.506, 0.266, 0.496, 0.305, 0.277, 0.616, 0.351, 0.285, 0.255, -0.301, 0.279, -0.025, 0.212, -1.879, 1.197, -0.572, -0.802, 0.515, -0.593, -0.088, 0.278, -0.564, 0.451, 0.409, 0.450, 0.248, -2.046, 1.055, -0.131, 0.538, -0.284, -0.148, -0.272, 0.591, -0.227, -0.230, -0.279, 0.395, 0.454, 0.445]}



Record 2
{"formula": "C16H21F9NO8S", "method": "wB97M-V/def2-TZVPD", "charge": 1, "orbital_gap_ev": 6.076, "e_lumo_ev": -4.7, "elements": ["N", "S", "O", "O", "C", "F", "F", "C", "F", "F", "C", "F", "F", "C", "F", "F", "F", "H", "H", "H", "O", "C", "O", "C", "C", "C", "H", "H", "H", "H", "H", "H", "O", "C", "O", "C", "C", "C", "H", "H", "H", "H", "H", "H", "O", "C", "O", "C", "C", "C", "H", "H", "H", "H", "H", "H"], "xyz": [[-6.41, -1.12, 1.82], [-5.83, -0.19, 0.37], [-6.00, -1.07, -0.72], [-4.55, 0.26, 0.78], [-6.95, 1.37, 0.13], [-6.03, 2.31, 0.13], [-7.48, 1.26, -1.06], [-7.99, 1.75, 1.24], [-7.25, 1.78, 2.39], [-8.40, 2.98, 0.95], [-9.27, 0.87, 1.54], [-8.98, 0.00, 2.56], [-10.23, 1.70, 1.96], [-9.88, 0.04, 0.38], [-10.24, 0.82, -0.61], [-8.96, -0.86, -0.03], [-10.92, -0.62, 0.84], [-7.31, -1.58, 1.65], [-5.70, -1.85, 1.99], [-6.49, -0.54, 2.66], [1.81, -0.37, 0.36], [0.64, -0.44, 0.14], [-0.26, -0.86, 1.07], [-1.57, -0.95, 0.48], [-1.54, -0.03, -0.73], [-0.08, -0.14, -1.17], [-1.74, -1.99, 0.21], [-2.30, -0.65, 1.23], [-2.26, -0.31, -1.50], [-1.76, 0.99, -0.43], [0.09, -0.98, -1.85], [0.31, 0.77, -1.62], [4.28, -0.81, -4.83], [4.44, -0.82, -3.65], [4.11, -1.88, -2.88], [4.30, -1.57, -1.48], [5.30, -0.42, -1.46], [4.97, 0.30, -2.76], [3.34, -1.29, -1.06], [4.67, -2.46, -0.97], [5.21, 0.20, -0.57], [6.31, -0.81, -1.51], [4.17, 1.04, -2.64], [5.83, 0.78, -3.22], [8.34, 0.37, -1.58], [8.53, 0.33, -0.40], [8.26, -0.77, 0.34], [8.49, -0.51, 1.74], [9.46, 0.66, 1.77], [9.07, 1.42, 0.50], [7.53, -0.27, 2.20], [8.88, -1.42, 2.19], [9.40, 1.24, 2.68], [10.48, 0.29, 1.67], [8.26, 2.14, 0.68], [9.90, 1.93, 0.02]], "mulliken_charge": [-0.418, 1.117, -0.553, -0.539, 0.539, -0.204, -0.203, 0.489, -0.255, -0.241, 0.682, -0.274, -0.234, 0.585, -0.206, -0.236, -0.224, 0.348, 0.426, 0.377, -0.558, 0.429, -0.377, -0.204, -0.438, -0.485, 0.217, 0.178, 0.337, 0.278, 0.277, 0.336, -0.589, 0.516, -0.377, 0.062, -0.130, -0.541, -0.271, 0.333, 0.414, 0.019, 0.272, 0.297, -0.576, 0.618, -0.339, -0.410, -0.480, -0.493, 0.258, 0.292, 0.326, 0.268, 0.242, 0.322]}



Record 3
{"formula": "C16H21Ge2RhS4Sb", "method": "wB97M-V/def2-TZVPD", "spin_multiplicity": 6, "e_above_lowest_kj_mol": 3.6, "charge": -2, "orbital_gap_ev": [5.256, 6.091], "s_squared": 8.79, "e_lumo_ev": [4.7, 4.1], "elements": ["Rh", "S", "Sb", "S", "S", "S", "C", "H", "H", "C", "Ge", "C", "C", "Ge", "C", "C", "C", "C", "C", "C", "C", "C", "C", "C", "C", "C", "H", "H", "H", "H", "H", "H", "H", "H", "H", "H", "H", "H", "H", "H", "H", "H", "H", "H", "H"], "xyz": [[0.07, 0.38, -2.95], [0.83, -4.16, -3.29], [0.55, -2.14, -4.33], [-1.56, -1.10, -3.53], [1.98, 1.31, -3.04], [0.55, -2.11, -6.61], [-0.83, 2.14, -3.44], [-1.92, 2.13, -3.52], [-0.33, 2.96, -3.93], [0.70, -2.17, 2.70], [0.65, -2.18, 0.67], [-0.70, -3.55, 0.21], [2.43, -2.87, 0.11], [0.15, 0.00, -0.41], [-1.66, 0.51, 0.27], [-2.39, -0.28, 1.15], [-3.64, 0.10, 1.61], [-4.19, 1.30, 1.20], [-3.49, 2.10, 0.31], [-2.24, 1.70, -0.15], [1.29, 1.36, 0.49], [2.30, 1.05, 1.40], [3.09, 2.03, 1.99], [2.87, 3.36, 1.68], [1.88, 3.70, 0.77], [1.11, 2.71, 0.18], [0.90, -3.19, 3.07], [-0.25, -1.85, 3.13], [1.48, -1.52, 3.09], [-0.40, -4.52, 0.62], [-0.78, -3.65, -0.87], [-1.68, -3.29, 0.61], [2.64, -3.81, 0.62], [3.22, -2.16, 0.34], [2.42, -3.06, -0.97], [-1.98, -1.23, 1.49], [-4.19, -0.54, 2.29], [-5.17, 1.61, 1.55], [-3.91, 3.03, -0.04], [-1.72, 2.32, -0.88], [2.49, 0.00, 1.64], [3.87, 1.74, 2.68], [3.48, 4.13, 2.14], [1.72, 4.74, 0.50], [0.37, 2.98, -0.57]], "lowdin_spin": [1.352, 0.230, 0.292, 0.458, 1.076, 0.223, 0.855, 0.069, 0.073, 0.022, 0.049, 0.003, 0.000, 0.164, 0.022, 0.008, 0.001, 0.005, 0.000, 0.015, 0.026, 0.008, 0.001, 0.005, 0.001, 0.012, 0.003, 0.000, 0.000, 0.001, 0.001, 0.000, 0.000, 0.000, -0.001, 0.002, 0.000, 0.000, 0.000, 0.016, 0.001, 0.000, 0.000, 0.000, 0.006]}



Record 4
{"formula": "C16H21MnN3O3S", "method": "wB97M-V/def2-TZVPD", "spin_multiplicity": 4, "e_above_lowest_kj_mol": 335.7, "charge": 4, "orbital_gap_ev": [8.386, 3.975], "s_squared": 3.77, "e_lumo_ev": [-13.6, -18.0], "elements": ["N", "C", "C", "H", "H", "H", "N", "C", "C", "H", "H", "H", "N", "C", "C", "H", "H", "H", "Mn", "C", "O", "C", "O", "C", "C", "C", "C", "C", "C", "H", "H", "H", "H", "H", "H", "C", "S", "C", "O", "H", "H", "H", "H", "H", "H"], "xyz": [[2.17, 2.97, 0.61], [1.29, 3.71, 0.82], [0.46, 4.89, 0.88], [-0.60, 4.62, 0.77], [0.72, 5.59, 0.07], [0.61, 5.40, 1.83], [2.47, -1.75, -1.75], [3.41, -2.31, -1.37], [4.54, -3.01, -0.82], [5.46, -2.69, -1.32], [4.41, -4.09, -0.96], [4.62, -2.79, 0.26], [-2.76, -1.19, 1.17], [-3.51, -2.04, 0.93], [-4.50, -3.06, 0.64], [-4.39, -3.90, 1.33], [-4.40, -3.42, -0.39], [-5.51, -2.63, 0.75], [0.78, -0.81, -2.35], [-0.19, -1.49, 2.30], [-0.19, -2.62, 2.48], [2.05, 0.28, 1.28], [2.30, 0.57, 2.36], [1.14, 0.79, -3.54], [-0.20, 0.84, -3.04], [-1.04, -0.31, -3.13], [-0.54, -1.51, -3.73], [0.81, -1.57, -4.20], [1.65, -0.42, -4.11], [1.80, 1.65, -3.42], [-0.55, 1.73, -2.52], [-2.02, -0.30, -2.66], [-1.15, -2.42, -3.71], [1.22, -2.52, -4.57], [2.69, -0.47, -4.43], [-0.29, 1.15, 4.27], [-0.80, 1.23, 2.54], [-2.56, 1.48, 2.72], [-0.18, 2.48, 1.96], [-1.18, 1.17, 4.90], [0.36, 2.01, 4.46], [0.26, 0.22, 4.43], [-2.77, 2.51, 2.43], [-3.05, 0.76, 2.05], [-2.85, 1.29, 3.76]], "lowdin_spin": [0.522, 0.240, 0.052, 0.018, 0.026, 0.002, 0.000, 0.005, 0.001, 0.000, 0.000, 0.000, 0.000, 0.000, 0.000, 0.000, 0.000, 0.000, 0.944, 0.089, 0.010, 0.012, 0.008, 0.014, 0.002, 0.014, 0.011, 0.005, 0.006, 0.000, -0.001, 0.000, 0.000, -0.001, -0.001, 0.056, 0.369, 0.073, 0.490, 0.009, 0.002, 0.001, 0.005, 0.005, 0.010]}



Record 5
{"formula": "C16H21N2O2", "method": "wB97M-V/def2-TZVPD", "e_above_lowest_kj_mol": 344.0, "charge": 1, "orbital_gap_ev": 5.134, "e_lumo_ev": -5.2, "elements": ["C", "O", "C", "C", "C", "C", "C", "C", "C", "C", "C", "O", "C", "C", "C", "C", "C", "H", "H", "H", "H", "H", "H", "H", "H", "H", "H", "H", "H", "H", "H", "H", "C", "N", "N", "H", "H", "H", "H", "H", "H"], "xyz": [[3.20, 0.30, 5.71], [1.78, 0.07, 5.72], [1.23, -0.60, 4.68], [-0.18, -0.81, 4.73], [-0.81, -1.43, 3.68], [-0.10, -1.90, 2.52], [-0.87, -2.44, 1.44], [-0.47, -3.09, 0.24], [-1.48, -3.75, -0.54], [-1.20, -4.40, -1.72], [0.13, -4.42, -2.21], [0.32, -5.03, -3.41], [1.66, -5.06, -3.96], [1.16, -3.80, -1.46], [0.85, -3.12, -0.30], [1.31, -1.76, 2.56], [1.97, -1.10, 3.58], [3.40, 0.85, 6.63], [3.77, -0.64, 5.69], [3.49, 0.91, 4.84], [-0.71, -0.45, 5.60], [-1.88, -1.60, 3.74], [-1.94, -2.48, 1.63], [-2.50, -3.76, -0.16], [-1.98, -4.89, -2.30], [1.55, -5.58, -4.92], [2.04, -4.04, -4.11], [2.34, -5.62, -3.30], [2.19, -3.85, -1.82], [1.67, -2.60, 0.19], [1.94, -2.19, 1.78], [3.06, -0.97, 3.55], [-5.29, -0.61, 0.73], [-3.95, -0.89, 0.23], [-2.95, -0.28, 1.03], [-5.98, -1.18, 0.12], [-5.37, -0.94, 1.77], [-5.56, 0.46, 0.67], [-3.82, -0.55, -0.72], [-3.11, -0.47, 2.01], [-2.03, -0.60, 0.74]], "mulliken_charge": [-0.810, -0.407, 0.951, -0.776, -0.459, 1.009, -1.183, 0.943, -0.458, -0.807, 0.949, -0.403, -0.808, -0.699, -0.541, -0.459, -0.773, 0.245, 0.348, 0.355, 0.443, 0.385, 0.779, 0.344, 0.436, 0.246, 0.356, 0.348, 0.400, 0.263, 0.217, 0.403, -0.845, -0.086, -0.690, 0.305, 0.295, 0.286, 0.230, 0.312, 0.353]}



Record 6
{"formula": "C16H21N3O3OsS", "method": "wB97M-V/def2-TZVPD", "spin_multiplicity": 5, "charge": 4, "orbital_gap_ev": [6.727, 5.526], "s_squared": 6.03, "e_lumo_ev": [-14.2, -18.0], "elements": ["N", "C", "C", "H", "H", "H", "N", "C", "C", "H", "H", "H", "N", "C", "C", "H", "H", "H", "Os", "C", "O", "C", "O", "C", "C", "C", "C", "C", "C", "H", "H", "H", "H", "H", "H", "C", "S", "C", "O", "H", "H", "H", "H", "H", "H"], "xyz": [[-0.62, -0.69, -2.89], [-0.21, -1.58, -3.53], [-0.08, -2.75, -4.35], [0.81, -3.31, -4.08], [-0.02, -2.47, -5.39], [-0.97, -3.37, -4.20], [-1.19, 2.45, -0.05], [-1.31, 3.62, -0.18], [-2.35, 4.56, 0.19], [-2.63, 5.20, -0.68], [-1.99, 5.15, 1.07], [-3.21, 3.90, 0.47], [2.04, 0.27, 2.10], [2.90, -0.43, 2.43], [3.78, -1.18, 3.25], [3.30, -1.28, 4.23], [4.71, -0.63, 3.36], [3.97, -2.16, 2.82], [0.25, 0.99, -0.21], [-0.28, 0.63, 1.62], [-0.76, 0.35, 2.64], [-1.28, -0.09, -0.63], [-2.30, -0.63, -0.70], [1.14, 1.25, -2.40], [1.94, 0.26, -1.81], [2.61, 0.57, -0.62], [2.45, 1.82, -0.02], [1.50, 2.73, -0.50], [0.86, 2.43, -1.74], [0.64, 1.08, -3.35], [2.06, -0.74, -2.25], [3.25, -0.21, -0.19], [2.95, 2.07, 0.90], [1.29, 3.62, 0.05], [0.18, 3.13, -2.20], [0.72, -4.21, 0.14], [-0.22, -2.72, 0.13], [-0.90, -3.03, 1.75], [0.89, -1.73, 0.29], [-0.02, -4.96, 0.41], [1.49, -4.09, 0.91], [1.13, -4.38, -0.86], [-0.10, -2.96, 2.51], [-1.74, -2.36, 1.97], [-1.23, -4.07, 1.66]], "lowdin_spin": [0.002, 0.003, 0.001, 0.000, 0.000, 0.000, 0.173, 0.201, 0.034, 0.006, 0.008, 0.013, 0.049, 0.016, 0.002, 0.001, 0.000, 0.002, 1.868, 0.045, 0.036, 0.053, 0.058, 0.024, 0.083, 0.111, 0.006, 0.051, 0.082, 0.000, 0.003, 0.003, 0.000, 0.003, 0.004, 0.054, 0.317, 0.083, 0.581, 0.003, 0.007, 0.001, 0.007, 0.001, 0.005]}



Record 7
{"formula": "C16H21N5O4S", "method": "wB97M-V/def2-TZVPD", "e_above_lowest_kj_mol": 1493.7, "orbital_gap_ev": 8.475, "e_lumo_ev": -0.1, "elements": ["C", "H", "H", "H", "C", "C", "N", "C", "C", "C", "N", "S", "C", "C", "O", "N", "C", "H", "C", "H", "O", "C", "H", "C", "H", "H", "H", "H", "H", "H", "H", "C", "O", "N", "C", "O", "N", "C", "H", "H", "H", "C", "H", "H", "H", "H", "H"], "xyz": [[-3.13, -3.48, 0.28], [-3.32, -3.76, -0.84], [-2.17, -4.08, 0.44], [-3.77, -4.04, 0.92], [-2.83, -2.05, 0.60], [-2.05, -1.15, -0.18], [-1.55, -1.62, -1.25], [-0.61, -1.23, -1.90], [-0.27, 0.11, -1.52], [-0.91, 0.69, -0.50], [-1.99, -0.10, 0.34], [-0.55, 2.20, 0.25], [-1.24, 2.28, 1.64], [-0.86, 1.34, 2.71], [-1.23, 0.30, 3.17], [0.42, 1.87, 3.14], [1.36, 2.96, 2.58], [0.71, 3.61, 2.01], [2.46, 2.16, 1.91], [3.08, 3.20, 1.71], [3.31, 1.39, 2.84], [2.29, 0.46, 3.30], [2.97, -0.29, 3.87], [1.08, 0.96, 4.00], [0.60, -0.27, 4.37], [1.52, 1.31, 4.81], [2.27, -0.15, 2.26], [2.10, 1.67, 1.06], [1.56, 3.54, 3.59], [-1.52, 3.37, 1.96], [-2.50, 1.78, 1.55], [0.75, 0.86, -2.30], [0.94, 2.04, -2.08], [1.28, 0.31, -3.46], [0.87, -0.98, -3.83], [1.14, -1.65, -4.79], [-0.01, -1.84, -3.03], [-0.68, -2.87, -3.48], [0.06, -3.35, -4.26], [-1.70, -3.03, -3.54], [-0.36, -3.60, -2.72], [1.95, 1.11, -4.19], [3.11, 0.46, -4.19], [1.89, 1.08, -5.32], [2.30, 1.88, -3.74], [-2.79, -1.86, 1.53], [-4.01, -1.54, 0.33]], "mulliken_charge": [-1.171, 0.203, 0.250, 0.396, -0.764, 0.124, -0.210, 0.101, -0.255, 0.850, -0.235, -0.084, -0.534, 0.361, -0.568, 0.077, -0.954, 0.625, -0.310, 0.261, -0.404, -0.571, 0.349, -0.619, 0.252, 0.458, 0.295, 0.365, 0.292, 0.375, 0.346, 0.717, -0.692, 0.187, 0.443, -0.626, 0.054, -1.328, 0.332, 0.451, 0.472, -1.418, 0.303, 0.315, 0.564, 0.769, 0.158]}



Record 8
{"formula": "C16H22As2N2O4S2Zr", "method": "wB97M-V/def2-TZVPD", "e_above_lowest_kj_mol": 701.0, "charge": 2, "orbital_gap_ev": 5.723, "e_lumo_ev": -8.9, "elements": ["Zr", "C", "As", "C", "C", "C", "C", "C", "C", "C", "As", "C", "C", "H", "H", "H", "H", "H", "H", "H", "H", "H", "H", "H", "H", "H", "H", "H", "H", "N", "C", "S", "C", "C", "C", "N", "C", "C", "H", "H", "H", "H", "H", "H", "O", "S", "O", "O", "O"], "xyz": [[1.12, -0.52, 2.78], [-3.05, 3.50, -0.12], [-2.48, 1.83, 0.77], [-3.87, 0.71, -0.08], [-0.72, 1.32, -0.20], [-0.16, 2.54, -0.85], [1.13, 2.79, -1.10], [2.23, 1.87, -0.93], [2.14, 0.58, -0.58], [0.91, -0.13, -0.10], [1.53, -1.99, 0.69], [3.50, -2.03, 0.55], [1.31, -3.22, -0.92], [-2.35, 4.31, 0.06], [-3.99, 3.79, 0.35], [-3.22, 3.40, -1.19], [-4.81, 1.27, -0.06], [-4.03, -0.23, 0.45], [-3.62, 0.51, -1.12], [-0.88, 3.26, -1.20], [1.38, 3.73, -1.56], [3.20, 2.25, -1.22], [3.05, -0.02, -0.66], [3.93, -1.19, 1.11], [3.87, -2.06, -0.48], [3.82, -2.95, 1.04], [1.70, -2.73, -1.82], [0.28, -3.55, -1.08], [1.93, -4.10, -0.70], [-2.02, -0.99, -3.28], [-1.78, -1.71, -2.18], [-1.92, -3.36, -2.19], [-1.29, -1.08, -0.96], [-1.67, -1.59, 0.28], [-1.37, -1.07, 1.55], [-0.64, -0.01, 1.92], [0.15, 0.76, 0.93], [-0.34, 0.03, -1.06], [-2.30, -1.48, -4.12], [-1.96, 0.01, -3.31], [-2.34, -2.43, 0.26], [-1.89, -1.55, 2.38], [0.76, 1.51, 1.50], [-0.07, 0.26, -2.09], [1.82, 0.51, 4.38], [3.13, -0.01, 3.83], [4.36, 0.30, 4.40], [2.84, 0.43, 2.34], [2.70, -1.46, 3.60]], "mulliken_charge": [1.524, -1.352, 0.493, -0.999, 1.423, -0.886, -1.087, -1.009, -1.263, 2.119, 0.627, -1.250, -0.864, 0.424, 0.430, 0.435, 0.482, 0.278, 0.253, 0.484, 0.463, 0.508, 0.329, 0.447, 0.475, 0.420, 0.403, 0.093, 0.507, -0.260, 0.126, -0.227, -0.242, -0.409, -0.868, -0.586, -1.356, -0.214, 0.248, 0.205, 0.560, 0.586, 0.087, 1.096, -0.541, 1.132, -0.518, -0.247, -0.477]}



F_max: 0.20 1.71 0.52 6.49 1.48 7.35 13.17 4.04 (eV/Å)